1.
2 unconnected molecules or ions with the total composition C6H11NO2 at a distorted geometry. Source: OMol25; level of theory: ωB97M-V with the def2-TZVPD basis set.

```
20
Properties=species:S:1:pos:R:3:forces:R:3
C 1.30760 2.59475 -1.54747 0.36 1.06 1.41
C 1.25346 1.92308 -2.65261 -0.76 -1.00 -0.82
C -1.08622 -0.63980 -0.42975 1.81 0.14 -1.43
C -0.55297 0.00574 0.60283 -0.70 0.60 0.77
C -1.34285 1.01782 1.37795 -1.30 1.47 -0.24
C 0.86077 -0.30161 1.09336 -0.51 -0.17 -1.71
N -0.21336 -1.35081 -1.30104 -0.31 -1.14 0.32
O 1.38853 3.21160 -0.55032 -0.12 -0.38 -0.48
O 0.54178 0.74276 -2.81933 1.63 0.86 -2.10
H 1.69696 2.28259 -3.55775 0.29 0.28 -0.07
H -2.01460 -0.40543 -0.94677 -0.18 -0.01 0.69
H -2.24692 1.50946 0.93664 0.62 -0.86 -0.94
H -0.74330 1.94801 1.50892 -0.10 -0.90 0.94
H -1.89124 0.59150 2.22963 1.14 0.25 0.66
H 1.16330 0.24533 1.94418 0.01 0.90 0.91
H 1.61644 -0.08758 0.29319 -0.50 -0.44 0.57
H 0.87139 -1.33973 1.40112 0.42 -0.45 -0.19
H 0.64960 -1.74632 -0.91132 -0.75 0.38 -0.11
H -0.02820 0.55533 -2.11410 -1.12 -0.55 1.79
H -0.67805 -2.02559 -1.89074 0.07 -0.03 0.03
```
Forces are in eV/Å.

Output
Frontier orbital gap in eV: 8.68
Multiplicity: 1
HOMO energy in eV: -8.06

---

2.
A molecular structure, C13H21N8O5S4Se4Tl. Source: OMol25; level of theory: ωB97M-V with the def2-TZVPD basis set.

```
56
Properties=species:S:1:pos:R:3:forces:R:3
Tl 0.10318 0.04971 -0.63408 -0.10 -0.12 0.04
S 3.73675 1.34116 -0.08795 -0.05 0.25 -0.05
S 2.88004 2.32406 -1.68782 -0.01 -0.20 0.11
S 1.91772 3.99932 -0.98368 0.27 0.14 -0.02
S 0.11348 3.45471 -0.19967 0.09 -0.13 0.30
O 4.40991 -5.62237 -1.72993 -0.03 0.04 0.01
C 3.41673 -4.91226 -2.36053 -0.12 0.10 -0.03
O 2.94945 -5.31817 -3.38256 0.08 -0.04 0.05
C 3.07623 -3.65152 -1.66833 0.12 -0.11 0.01
C 3.99745 -2.75398 -1.14408 0.05 -0.05 0.09
N 3.31110 -1.73615 -0.61956 -0.37 0.15 -0.05
N 1.98944 -1.90937 -0.79497 0.39 0.21 0.07
C 1.81988 -3.05172 -1.43549 0.02 0.26 0.02
C 0.39277 -3.40475 -1.79968 -0.12 -0.45 -0.04
O 0.03504 -4.59400 -1.71431 0.05 -0.13 0.10
O -0.30079 -2.41594 -2.11156 -0.23 0.42 -0.02
H 4.54229 -5.20513 -0.86934 0.05 -0.07 -0.02
H 5.07464 -2.76115 -1.14872 0.06 0.00 -0.03
H 3.60310 -0.76277 -0.35190 0.00 -0.33 -0.11
Se -1.24465 3.37671 -1.93770 -0.25 -0.01 -0.19
Se -4.59842 4.29100 -2.53929 0.00 -0.02 0.00
Se -3.17536 4.25546 -0.75607 0.02 -0.05 0.05
Se -3.67584 2.60140 0.72912 0.04 0.09 -0.08
C -3.15152 -2.10875 -0.92348 -0.09 0.13 -0.23
N -2.40767 -3.16628 -0.26580 0.30 -0.03 0.10
C -1.51064 -2.76818 0.69592 0.22 -0.24 -0.21
N -0.74074 -3.77609 1.19087 -0.15 -0.04 0.24
O -1.37467 -1.61551 1.10429 -0.25 0.16 0.07
H -3.99182 -2.55789 -1.45348 -0.01 0.04 0.00
H -2.53383 -1.56403 -1.64375 -0.04 -0.06 0.07
H -3.53306 -1.40856 -0.18413 0.01 -0.01 0.01
H -1.95218 -3.81223 -0.91688 -0.16 0.06 0.07
H -0.87650 -4.72555 0.89688 0.16 0.03 -0.11
H -0.09294 -3.55272 1.92242 0.06 -0.01 -0.09
C 0.43418 -0.58106 3.41385 -0.12 -0.12 -0.11
N 0.54578 0.66842 2.67095 0.12 -0.01 -0.10
C -0.48186 1.58811 3.15827 -0.04 0.06 -0.14
N -0.33608 1.85130 4.59930 -0.03 -0.07 -0.04
C -0.41731 0.56913 5.29598 0.00 -0.03 0.16
N 0.60966 -0.38717 4.86072 -0.05 0.10 0.04
C 1.91539 0.23944 5.07694 0.11 -0.11 0.08
N 2.06507 1.50852 4.37274 -0.01 0.02 -0.01
C 1.85893 1.25384 2.93860 0.04 0.04 -0.13
C 0.99797 2.40304 4.82171 0.04 0.13 0.09
H 1.19829 -1.27436 3.04879 -0.01 0.00 0.03
H -0.55090 -1.00646 3.21715 0.08 -0.04 0.02
H -1.46255 1.15510 2.96554 -0.07 0.02 -0.02
H -0.40756 2.52534 2.60277 -0.05 -0.01 0.07
H -1.40186 0.13250 5.11562 0.01 0.00 0.00
H -0.29681 0.74271 6.37222 -0.02 -0.01 -0.06
H 2.69476 -0.44577 4.72992 -0.03 0.01 0.02
H 2.05111 0.40949 6.15072 -0.01 0.00 -0.03
H 2.63455 0.57811 2.57383 -0.02 0.03 0.02
H 1.94973 2.18912 2.38472 0.04 -0.01 0.00
H 1.08274 3.34741 4.27852 -0.01 -0.01 0.03
H 1.12679 2.59530 5.89296 0.00 0.01 -0.04
```
Forces are in eV/Å.

Output
Frontier orbital gap in eV: 6.54
Multiplicity: 1
HOMO energy in eV: -2.59
Charge: -2

---

3.
2 unconnected molecules or ions with the total composition C5H15NOS at a distorted geometry. Source: OMol25; level of theory: ωB97M-V with the def2-TZVPD basis set.

```
23
Properties=species:S:1:pos:R:3:forces:R:3
C -0.23379 0.57487 2.24088 -1.32 -0.18 -0.63
C 0.04856 0.31202 0.74557 0.54 0.35 0.42
C 1.51724 0.60436 0.43633 -0.53 0.23 -0.30
C 2.00383 0.21381 -0.95908 0.39 0.32 0.20
S 1.76958 -1.52315 -1.40054 0.22 0.02 -0.10
C 0.22410 -1.49416 -2.33542 -0.21 0.18 -0.11
N -0.88064 1.06748 -0.09949 -0.10 -0.07 -0.51
H -0.29561 -0.36936 2.77023 0.66 -0.03 0.44
H 0.36902 1.33693 2.71885 0.45 -0.14 0.07
H -1.25902 0.94410 2.30115 -0.03 0.21 0.02
H -0.11609 -0.74917 0.57289 -0.16 -0.14 -0.14
H 2.12819 0.12978 1.19482 0.23 -0.13 0.13
H 1.63496 1.69122 0.54027 0.21 -0.03 0.10
H 1.56939 0.84902 -1.73826 -0.03 -0.16 0.09
H 3.08852 0.39761 -0.98583 -0.28 -0.12 -0.14
H 0.37408 -1.91984 -3.33032 -0.04 -0.04 0.21
H -0.52455 -2.05436 -1.78682 -0.18 -0.20 -0.09
H -0.16274 -0.47923 -2.46485 0.28 -0.08 0.01
H -1.15490 0.51309 -0.90393 0.00 0.12 0.11
H -0.46434 1.91603 -0.48186 -0.06 -0.14 0.28
H -3.41257 -1.11588 0.39179 -0.11 -0.01 0.01
H -2.68633 -0.20546 1.35493 -0.10 0.17 -0.05
O -3.53691 -0.63971 1.21871 0.16 -0.13 -0.03
```
Forces are in eV/Å.

Output
Frontier orbital gap in eV: 9.45
Multiplicity: 1
HOMO energy in eV: -8.77

---

4.
2 unconnected molecules or ions with the total composition C3H10O2 at a distorted geometry. Source: OMol25; level of theory: ωB97M-V with the def2-TZVPD basis set.

```
15
Properties=species:S:1:pos:R:3:forces:R:3
C 0.74440 -3.13960 1.20112 -0.03 -1.07 1.68
O -0.14670 -3.18879 2.32238 0.37 0.78 1.12
H 1.70892 -2.72798 1.51949 -0.48 0.61 0.20
H 1.05994 -4.21513 1.11661 -0.63 0.89 -1.71
H 0.23747 -2.46020 0.50194 0.77 -1.01 -0.87
H -0.90359 -3.74824 2.16134 0.00 -0.18 -0.42
C -0.53216 2.08814 -0.72482 0.82 0.02 -1.09
O 0.73884 1.46789 -0.81990 0.34 -0.92 0.00
C -0.76914 2.93878 -1.99216 -2.14 -0.05 0.38
H -1.20286 1.23609 -0.80185 -0.28 0.12 0.52
H -0.61060 2.60624 0.23698 -0.40 0.06 -0.28
H 1.45287 1.98951 -0.47074 0.13 0.55 0.22
H -0.12730 2.66646 -2.82034 0.37 0.09 0.16
H -1.79726 2.72022 -2.32974 0.24 -0.28 -0.12
H -0.89988 4.00471 -1.85466 0.92 0.40 0.22
```
Forces are in eV/Å.

Output
Frontier orbital gap in eV: 11.19
Multiplicity: 1
HOMO energy in eV: -10.26

---

5.
2 unconnected molecules or ions with the total composition C5H11NOS at a distorted geometry. Source: OMol25; level of theory: ωB97M-V with the def2-TZVPD basis set.

```
19
Properties=species:S:1:pos:R:3:forces:R:3
C 1.29187 -0.66196 1.55726 6.03 -3.79 0.85
C 0.14358 -0.31378 1.38422 -7.10 5.09 -1.96
C -1.54324 1.26876 1.73474 -1.88 -2.75 -0.37
C -2.08428 -1.10685 1.97037 -0.30 -0.94 -2.18
C 2.29014 0.30462 -3.81183 -1.02 1.27 3.83
N -1.13709 -0.10327 1.51043 1.59 -0.61 0.58
O 0.52210 0.17509 -1.60651 0.57 0.55 -0.17
S 1.09383 -0.74650 -2.84814 0.63 -0.16 -0.83
H 1.30542 0.36240 -1.07080 -0.37 0.03 0.54
H 2.14193 -1.16562 1.23330 1.24 -0.38 0.28
H -2.57293 1.32042 1.45005 -0.60 0.81 -0.17
H -1.35673 1.48422 2.71720 -0.48 0.23 3.18
H -0.86232 1.89942 1.35985 2.04 2.26 -2.75
H -3.07212 -0.88497 1.53480 0.36 -0.45 0.23
H -1.67791 -2.09622 1.71582 -0.40 0.30 -0.36
H -2.10660 -1.09752 2.99619 -0.46 0.24 2.67
H 1.82269 1.25168 -4.06083 0.05 -0.21 -0.74
H 2.57738 -0.38476 -4.49729 0.46 -1.57 -2.98
H 3.22427 0.49483 -3.26884 -0.35 0.10 0.36
```
Forces are in eV/Å.

Output
Frontier orbital gap (alpha / beta) in eV: 4.36 / 6.77
Multiplicity: 3
HOMO energy (alpha / beta) in eV: -3.44 / -8.38